1.
Below is a structure of composition C28H40KN5O3PS2, with properties calculated with ωB97M-V/def2-TZVPD.

Properties
Spin multiplicity: 1
HOMO energy (Eh): -0.3942
Net charge: +1
DFT total energy (eV): -90558.5678

Positions of all 80 atoms, in Å:
K  0.84  0.12  -0.46
S  -3.92  -0.35  2.76
S  -2.00  0.89  -1.66
P  -0.09  -0.97  2.61
O  0.39  -0.80  4.15
O  1.40  -1.13  1.92
O  -0.32  0.56  2.12
N  -3.51  1.62  1.33
N  0.36  2.18  -2.35
N  1.15  -1.45  -2.84
N  -2.24  -2.32  -3.11
N  3.36  -0.16  -1.54
C  -3.27  0.33  1.33
C  -2.29  -2.47  -0.33
C  -3.47  -2.37  -1.05
C  -3.39  -2.30  -2.43
C  -4.76  1.19  3.33
C  -1.22  0.38  5.55
C  -0.26  0.38  -3.94
C  2.50  -2.02  -2.89
C  0.55  1.65  2.50
C  -0.70  1.39  -2.90
C  4.38  0.56  -1.06
C  0.13  3.41  -2.07
C  1.09  -0.32  -3.77
C  4.92  -1.44  -2.80
C  3.21  -2.26  3.09
C  5.70  0.32  -1.39
C  -2.14  3.46  -2.84
C  -0.64  -0.96  5.16
C  -1.11  4.12  -2.31
C  5.97  -0.70  -2.28
C  0.18  -2.50  -3.19
C  -2.03  2.02  -3.11
C  -4.10  2.29  2.50
C  -1.11  -2.42  -2.41
C  -0.07  2.93  2.00
C  3.62  -1.14  -2.40
C  -1.09  -2.51  -1.02
C  2.09  -2.39  2.08
H  -3.31  2.79  3.06
H  6.99  -0.92  -2.58
H  1.38  -0.67  -4.77
H  -3.06  3.96  -3.11
H  5.10  -2.24  -3.50
H  2.81  -1.99  4.07
H  -1.03  3.10  2.48
H  1.55  1.49  2.07
H  -5.82  1.11  3.12
H  -4.61  1.33  4.40
H  -1.97  0.24  6.33
H  -3.14  2.18  0.57
H  -4.43  -2.32  -0.56
H  4.12  1.35  -0.37
H  3.92  -1.50  2.78
H  0.59  3.78  2.23
H  2.48  -2.66  1.10
H  1.37  -3.16  2.38
H  -4.29  -2.23  -3.03
H  6.49  0.93  -0.96
H  0.62  -3.47  -2.98
H  -0.15  -2.64  -0.49
H  -1.42  -1.63  4.79
H  -1.71  0.84  4.69
H  -0.23  2.90  0.92
H  -0.17  0.95  -4.87
H  -2.30  -2.51  0.75
H  -0.45  1.05  5.92
H  -2.64  1.63  -3.92
H  -4.83  3.04  2.19
H  2.75  -2.35  -3.91
H  -0.15  -1.44  6.01
H  3.73  -3.21  3.18
H  1.83  0.42  -3.46
H  -1.07  -0.34  -4.10
H  -1.16  5.18  -2.10
H  0.97  3.97  -1.66
H  0.67  1.65  3.58
H  -0.06  -2.48  -4.26
H  2.50  -2.93  -2.27

Listed below, in e, are the Löwdin charges computed for each atom: 0.675 0.861 0.947 0.867 -0.307 -0.407 -0.394 -0.126 0.037 -0.187 0.106 0.042 -0.477 -0.086 -0.072 -0.138 -0.412 -0.078 -0.123 -0.148 -0.278 -0.662 -0.126 -0.137 -0.186 -0.012 -0.064 -0.049 -0.062 -0.285 -0.051 -0.046 -0.123 -0.431 -0.223 -0.302 -0.047 -0.266 -0.058 -0.294 0.100 0.116 0.133 0.120 0.121 0.073 0.067 0.109 0.073 0.071 0.085 0.081 0.108 0.110 0.081 0.089 0.112 0.111 0.111 0.109 0.128 0.103 0.096 0.050 0.063 0.136 0.086 0.083 0.123 0.118 0.135 0.120 0.084 0.104 0.103 0.109 0.120 0.113 0.132 0.133

=====

2.
Below is a structure of composition C28H40N3O4RhSSi3, with properties calculated with ωB97M-V/def2-TZVPD.

Properties
Spin multiplicity: 1
HOMO energy (Eh): -0.0746
Net charge: -2
DFT total energy (eV): -79827.5576

Positions of all 80 atoms, in Å:
Rh  0.56  -0.07  -0.50
S  -2.08  1.87  -0.55
Si  0.37  -0.29  -2.84
Si  4.01  -0.70  -0.15
Si  -0.21  -2.20  -0.50
O  1.97  1.90  -1.38
O  -2.68  2.72  -1.57
O  2.21  4.13  -1.36
O  -2.38  0.45  -0.62
N  2.33  -0.73  0.29
N  0.73  -0.17  1.74
N  -0.56  2.05  -0.30
C  2.73  -1.04  2.73
C  -4.09  1.75  1.35
C  4.35  -0.28  -1.92
C  1.98  -0.66  1.59
C  1.11  -3.56  -0.32
C  -3.11  3.86  2.84
C  -1.28  0.39  2.95
C  4.85  -2.37  0.16
C  1.58  3.08  -1.17
C  0.81  -0.50  4.09
C  -4.75  2.15  2.50
C  -4.27  3.22  3.26
C  -2.36  -3.02  -4.58
C  2.12  -0.95  3.97
C  -0.87  -1.71  -3.18
C  -1.11  -2.61  -2.12
C  -2.93  2.40  0.94
C  0.14  3.28  -0.61
C  -1.45  -2.59  0.89
C  -2.44  3.46  1.69
C  1.75  -0.76  -4.06
C  4.88  0.61  0.88
C  -0.37  1.22  -3.69
C  0.14  -0.12  2.93
C  -2.58  -3.90  -3.54
C  -4.99  3.65  4.51
C  -1.50  -1.94  -4.40
C  -1.96  -3.69  -2.32
H  -1.34  -1.25  -5.22
H  -4.45  0.91  0.76
H  4.41  -3.13  -0.49
H  1.29  -0.84  -5.05
H  0.28  2.08  -3.56
H  1.63  -3.49  0.64
H  4.81  0.45  1.95
H  1.86  -3.48  -1.11
H  -2.15  -4.39  -1.50
H  2.67  -1.26  4.85
H  4.78  -2.73  1.19
H  -1.30  1.46  3.16
H  -4.41  4.41  5.05
H  -1.53  3.95  1.38
H  -1.86  -3.60  0.80
H  3.83  0.66  -2.15
H  -5.97  4.08  4.28
H  -1.73  0.24  1.97
H  5.91  -2.29  -0.09
H  -1.87  -0.13  3.71
H  2.53  0.00  -4.11
H  5.43  -0.13  -2.02
H  0.30  3.88  0.30
H  -3.25  -4.75  -3.68
H  -5.64  1.63  2.82
H  -2.85  -3.17  -5.54
H  5.95  0.67  0.61
H  0.31  -0.45  5.05
H  3.74  -1.42  2.64
H  0.65  -4.55  -0.39
H  4.05  -1.05  -2.61
H  -1.35  1.47  -3.30
H  -2.71  4.69  3.42
H  4.42  1.57  0.63
H  -0.40  3.90  -1.32
H  -5.15  2.81  5.19
H  -2.27  -1.88  0.83
H  -0.98  -2.50  1.87
H  -0.47  1.03  -4.77
H  2.21  -1.72  -3.83

Listed below, in e, are the Löwdin charges computed for each atom: 0.725 0.493 0.506 0.397 0.467 -0.126 -0.338 -0.069 -0.370 -0.145 0.070 -0.256 -0.056 -0.063 -0.172 -0.441 -0.216 -0.058 -0.023 -0.182 -0.704 -0.076 -0.055 -0.296 -0.125 -0.100 -0.290 -0.292 -0.276 -0.215 -0.208 -0.060 -0.223 -0.166 -0.204 -0.337 -0.129 -0.073 -0.109 -0.114 0.088 0.111 0.014 0.013 0.024 0.010 0.009 0.011 0.085 0.091 0.006 0.080 0.064 0.097 0.008 0.019 0.071 0.051 0.016 0.081 0.010 0.030 0.091 0.080 0.104 0.082 0.021 0.089 0.073 0.013 0.006 0.002 0.102 0.038 0.107 0.071 0.011 0.010 0.014 0.009

=====

3.
Below is a structure of composition C28H40N3OPReSe3Te at a distorted geometry, with properties calculated with ωB97M-V/def2-TZVPD.

Properties
Spin multiplicity: 2
HOMO energy (alpha / beta) (Eh): -0.4949 / -0.5046
Net charge: +2
DFT total energy (eV): -250941.8153

Positions of all 78 atoms, in Å:
Re  2.28  -0.45  1.39
Te  4.26  -0.52  4.84
Se  4.61  -0.98  1.09
Se  5.89  -0.90  3.03
Se  2.13  -1.12  3.70
P  -0.63  -0.97  -0.04
O  0.25  -0.49  1.20
N  2.37  1.58  1.57
N  -2.19  8.83  4.00
N  1.65  3.61  1.88
C  -1.25  5.55  3.17
C  2.79  3.71  1.08
C  -0.48  4.49  2.74
C  -1.55  7.94  3.64
C  0.58  7.05  2.78
C  1.36  5.99  2.35
C  0.78  0.94  -2.85
C  0.53  -2.04  -0.96
C  0.39  1.23  -1.39
C  -3.33  -4.25  0.00
C  -2.08  -1.66  0.82
C  -3.46  -1.76  0.15
C  1.15  -3.46  -2.95
C  -2.05  0.81  -2.01
C  -0.95  0.59  -0.93
C  2.52  -3.61  -0.84
C  0.82  4.72  2.33
C  0.00  -2.83  -2.17
C  -1.95  -4.23  0.66
C  -3.59  -2.96  -0.78
C  -1.74  -2.99  1.53
C  1.43  2.32  2.14
C  -1.62  0.54  -3.46
C  1.98  -4.37  -2.05
C  3.23  2.45  0.89
C  1.37  -2.97  -0.06
C  -0.35  1.31  -3.80
C  -0.73  6.83  3.19
H  -2.41  -3.05  2.39
H  -0.92  3.50  2.70
H  -0.68  -3.61  -1.84
H  3.09  -4.26  -0.18
H  1.68  1.50  -3.08
H  -3.75  -0.84  -0.33
H  1.21  -1.28  -1.35
H  0.30  2.31  -1.27
H  2.39  6.18  2.05
H  0.99  8.05  2.79
H  -2.28  5.38  3.49
H  -2.44  0.82  -4.12
H  4.10  2.10  0.35
H  -2.31  1.87  -1.94
H  -0.55  2.39  -3.72
H  1.21  0.94  -0.72
H  -1.80  -5.13  1.27
H  1.02  -0.12  -2.99
H  -2.88  -2.87  -1.61
H  3.20  -2.82  -1.18
H  -4.10  -4.34  0.78
H  -1.28  1.14  -0.04
H  1.79  -2.67  -3.36
H  -2.12  -0.88  1.58
H  3.18  4.65  0.73
H  -4.59  -2.98  -1.23
H  -0.06  1.13  -4.83
H  2.82  -4.81  -2.60
H  -4.17  -1.89  0.97
H  0.76  -4.02  -3.80
H  -0.73  -2.97  1.95
H  -1.46  -0.52  -3.62
H  1.37  -5.21  -1.70
H  0.75  -3.74  0.40
H  -0.58  -2.18  -2.83
H  -2.95  0.26  -1.78
H  -3.43  -5.13  -0.64
H  0.64  1.94  2.76
H  -1.20  -4.28  -0.13
H  1.80  -2.46  0.83

Listed below, in e, are the Löwdin charges computed for each atom: 0.624 0.532 0.145 0.010 0.086 0.951 -0.560 -0.165 0.194 0.027 0.001 0.005 -0.004 -0.152 0.010 0.006 -0.179 -0.343 -0.189 -0.178 -0.323 -0.171 -0.170 -0.152 -0.308 -0.187 -0.165 -0.171 -0.185 -0.181 -0.168 -0.108 -0.182 -0.176 -0.084 -0.202 -0.180 -0.202 0.132 0.113 0.100 0.127 0.122 0.090 0.096 0.130 0.119 0.137 0.135 0.125 0.107 0.130 0.124 0.059 0.126 0.098 0.102 0.102 0.125 0.118 0.121 0.123 0.137 0.123 0.121 0.124 0.133 0.125 0.098 0.095 0.127 0.115 0.091 0.089 0.120 0.144 0.075 0.014

=====

4.
Below is a cluster of 8 separate species, C28H40O4 in total at a distorted geometry, with properties calculated with ωB97M-V/def2-TZVPD.

Properties
Spin multiplicity: 1
Structure (SMILES): c1ccccc1.c1ccccc1.c1ccccc1.c1ccccc1.CO.CO.CO.CO
HOMO energy (Eh): -0.3346
Net charge: 0
DFT total energy (eV): -37872.1905

Positions of all 72 atoms, in Å:
O  0.77  -2.82  2.00
O  2.76  4.22  1.90
O  0.26  0.02  1.31
O  -0.36  -4.35  0.23
C  -3.68  2.61  -2.50
C  -3.23  -3.17  -4.26
C  2.03  3.02  2.06
C  3.09  -0.20  -1.33
C  -1.18  2.61  -3.79
C  4.87  -0.69  -2.87
C  -1.21  2.85  -2.42
C  -1.47  -4.09  -0.60
C  1.34  0.66  6.67
C  3.57  -0.86  -2.49
C  -3.59  2.36  -3.86
C  -3.78  -1.43  -2.70
C  -1.98  -2.61  -4.48
C  3.99  0.49  -0.54
C  -2.36  2.36  -4.49
C  -2.49  -0.93  -2.88
C  0.29  1.30  4.61
C  -0.22  -2.70  3.06
C  0.77  1.75  7.33
C  5.34  0.58  -0.89
C  -0.50  -0.01  0.13
C  -2.45  2.80  -1.78
C  5.77  0.04  -2.08
C  -1.56  -1.51  -3.76
C  -4.17  -2.58  -3.42
C  1.10  0.44  5.33
C  -0.24  2.42  5.25
C  -0.03  2.62  6.60
H  -2.40  2.04  -5.54
H  -1.79  -5.00  -1.13
H  6.83  0.15  -2.34
H  3.62  0.88  0.42
H  2.40  2.54  2.95
H  1.53  -0.42  4.83
H  2.92  -1.52  -3.06
H  -2.50  2.98  -0.71
H  5.27  -1.18  -3.74
H  -1.21  -3.04  -5.13
H  -1.19  -2.65  2.62
H  2.02  -0.29  -1.13
H  6.00  1.15  -0.26
H  0.95  3.16  2.13
H  -4.59  -0.99  -2.16
H  -5.13  -3.04  -3.33
H  2.25  2.35  1.24
H  -0.42  3.47  7.11
H  -0.81  3.14  4.64
H  -4.50  2.16  -4.43
H  1.97  -0.05  7.14
H  -0.20  -3.61  3.67
H  -2.26  -0.02  -2.34
H  -0.17  2.60  -4.22
H  -0.27  0.92  -0.41
H  0.30  -3.24  1.24
H  2.98  4.55  2.77
H  0.93  1.94  8.38
H  -0.21  -0.85  -0.52
H  -3.46  -4.09  -4.78
H  -0.34  3.05  -1.82
H  -1.60  -0.12  0.30
H  -0.03  -1.83  3.66
H  -0.58  -1.10  -4.00
H  0.43  -0.88  1.60
H  -2.29  -3.55  -0.12
H  -4.57  2.47  -1.89
H  0.18  1.18  3.54
H  -1.04  -3.43  -1.35
H  -0.47  -5.04  0.90

Listed below, in e, are the Löwdin charges computed for each atom: -0.159 -0.113 -0.131 -0.129 -0.083 -0.105 -0.157 -0.068 -0.097 -0.108 -0.112 -0.122 -0.093 -0.099 -0.122 -0.079 -0.107 -0.083 -0.108 -0.096 -0.103 -0.119 -0.080 -0.101 -0.165 -0.095 -0.098 -0.095 -0.089 -0.100 -0.099 -0.102 0.112 0.090 0.107 0.092 0.073 0.098 0.098 0.095 0.093 0.106 0.073 0.082 0.099 0.073 0.096 0.095 0.050 0.090 0.113 0.105 0.088 0.079 0.076 0.110 0.064 0.020 0.068 0.095 0.066 0.099 0.096 0.090 0.051 0.106 0.020 0.085 0.099 0.080 0.075 0.111

=====

Question: Which of these has the highest spin multiplicity?
Answer: C28H40N3OPReSe3Te